No. 1
Formula: C18H19F9LuO6
Source: the Open Molecules 2025 dataset
Level of theory: wB97M-V/def2-TZVPD

Calculated values
Energy above the lowest of the compared OMol25 structures with the same formula, charge and spin ... 83.7 kJ/mol
Net charge ... +1
Kohn-Sham gap ... 9.84 eV
Energy ... -89336.2410 eV

The geometry in XYZ format:
```
53
Properties=species:S:1:pos:R:3:nbo_charge:R:1
Lu 0.7434 0.0029 -0.2009 1.925
F 2.5859 4.1407 0.6211 -0.286
F -0.8225 1.7687 0.8650 -0.318
F 2.7822 2.0607 3.4828 -0.293
F 0.6602 2.0348 3.8312 -0.310
F 0.0262 3.5050 -0.0253 -0.303
F -0.6524 3.6056 2.0069 -0.273
F 2.0593 2.4453 -0.6179 -0.323
F 1.6503 3.8864 3.3485 -0.302
F 3.6286 2.2671 0.8501 -0.273
O 1.3514 0.9217 1.4190 -0.879
O 2.0326 -1.6002 -0.6883 -0.712
O 2.2283 0.2596 -1.7891 -0.716
O 0.5417 -1.2940 -3.3492 -0.489
O -0.2431 0.9725 -1.8478 -0.743
O 0.6673 2.2504 -3.4285 -0.603
C 0.2110 -2.2518 1.6887 -0.219
C -3.1676 0.3078 2.3264 -0.605
C 0.2859 1.1085 -2.9587 0.886
C -0.0217 2.8512 1.1396 0.970
C -0.5684 -2.8088 -0.5082 -0.214
C -3.3259 0.6966 -0.1768 -0.609
C -1.6732 -1.0224 0.7407 -0.050
C 1.0567 -4.3690 0.6302 -0.643
C 1.3685 2.2528 1.5940 0.025
C 0.2431 -3.1172 0.5888 0.059
C -0.7333 -1.2229 1.7758 -0.262
C 2.1755 -0.9958 -1.7733 0.729
C 1.8933 -1.6920 -3.0933 -0.151
C 0.4005 -0.0336 -3.9563 -0.174
C 1.6304 2.5811 3.0960 0.978
C 2.4579 2.8281 0.6492 0.971
C -1.4891 -1.7627 -0.4487 -0.209
C -3.0033 -0.3156 0.9425 -0.256
H -2.2165 -1.6539 -1.2490 0.239
H -0.5729 -3.4640 -1.3726 0.237
H -0.8324 -0.6966 2.7182 0.261
H 0.8378 -2.4680 2.5457 0.247
H -4.1272 0.3349 -0.8142 0.224
H 1.8989 -2.7744 -2.9828 0.226
H -0.5428 -0.0680 -4.5152 0.248
H -4.1734 0.7078 2.4140 0.231
H 2.5643 -1.3750 -3.8977 0.212
H 1.0824 -4.8551 -0.3400 0.224
H -2.4586 0.8949 -0.8071 0.208
H 1.2113 0.1796 -4.6624 0.226
H -3.7406 -1.1274 0.8781 0.227
H 0.6098 -5.0548 1.3496 0.244
H 0.5583 2.9978 -2.8103 0.530
H -2.4655 1.1185 2.4926 0.209
H 2.0724 -4.1560 0.9527 0.240
H -3.0367 -0.4391 3.1059 0.214
H -3.6497 1.6372 0.2586 0.226
```


No. 2
Formula: C4H3EuO5
Source: the Open Molecules 2025 dataset
Level of theory: wB97M-V/def2-TZVPD

Calculated values
Energy above the lowest of the compared OMol25 structures with the same formula, charge and spin ... 39.7 kJ/mol
Spin multiplicity ... 9
Kohn-Sham gap (spin up / spin down) ... 5.42 / 9.67 eV
Energy ... -33759.8321 eV

The geometry in XYZ format:
```
13
Properties=species:S:1:pos:R:3:nbo_charge:R:1
Eu 1.4518 2.8904 0.2578 0.932
O -1.5675 1.9940 0.9391 -0.673
O -0.2617 0.9904 -0.5249 -0.751
O 3.3448 0.1149 1.0935 -0.505
O -1.9353 -0.1498 0.3052 -0.490
O 1.2463 -0.9779 -0.0709 -0.706
C 2.3995 0.5225 0.4760 0.362
C -1.3473 1.0314 0.2247 0.981
C -1.1361 -1.2585 -0.1070 -0.137
C 0.1442 -0.7333 -0.7303 0.416
H -0.8881 -1.8467 0.7848 0.215
H -1.7035 -1.8674 -0.8213 0.200
H 0.2529 -0.7099 -1.8269 0.154
```


No. 3
Formula: C4H5I
Source: the Open Molecules 2025 dataset
Level of theory: wB97M-V/def2-TZVPD

Calculated values
Energy above the lowest of the compared OMol25 structures with the same formula, charge and spin ... 407.1 kJ/mol
Kohn-Sham gap ... 8.96 eV
Energy ... -12323.8500 eV

The geometry in XYZ format:
```
10
Properties=species:S:1:pos:R:3:nbo_charge:R:1
I -0.6208 1.6565 -2.6205 0.254
C -0.3922 0.1685 1.3356 -0.680
C 1.2058 -0.2092 -0.7160 -0.214
C -0.1151 -0.3529 -0.0308 -0.009
C 0.1762 0.4540 -1.2274 -0.228
H -0.9675 -1.8653 -0.5777 -0.045
H 2.1542 -0.5769 -1.0348 0.235
H -1.4169 0.1959 1.4880 0.226
H -0.1888 -0.6305 2.1105 0.231
H 0.1651 1.1600 1.2731 0.229
```


No. 4
Formula: C5H5F3O
Source: the Open Molecules 2025 dataset
Level of theory: wB97M-V/def2-TZVPD

Calculated values
Energy above the lowest of the compared OMol25 structures with the same formula, charge and spin ... 238.0 kJ/mol
Kohn-Sham gap ... 9.79 eV
Energy ... -15461.5599 eV

The geometry in XYZ format:
```
14
Properties=species:S:1:pos:R:3:nbo_charge:R:1
F -1.7980 -1.8290 0.9146 -0.321
F -1.6089 -1.0074 -1.1722 -0.330
F 0.1718 2.4008 0.9449 -0.322
O 1.7381 -0.3703 0.4499 -0.497
C -1.7060 0.6910 0.6486 -0.528
C -1.4217 -0.7952 0.1449 0.727
C -0.2548 1.1151 0.7564 0.278
C 2.2068 -0.5074 -0.9244 -0.239
C 0.4784 0.0260 0.5526 0.202
H -2.2361 1.3183 -0.1740 0.228
H 3.1070 -0.9529 -0.8716 0.192
H 1.4490 -1.2006 -1.2831 0.185
H 2.1810 0.3615 -1.6088 0.189
H -2.3067 0.7501 1.6223 0.236
```


No. 5
Formula: C38H36N3O4
Source: the Open Molecules 2025 dataset
Level of theory: wB97M-V/def2-TZVPD

Calculated values
Net charge ... +1
Kohn-Sham gap ... 3.61 eV
Energy ... -52638.9670 eV

The geometry in XYZ format:
```
81
Properties=species:S:1:pos:R:3:mulliken_charge:R:1
O -2.3683 -5.2143 -3.2993 -0.585
O -1.6888 -7.1002 -2.3974 -0.580
O -1.6923 6.3186 -5.9574 -0.424
O -4.1906 -0.6378 0.7190 -0.442
N 0.5671 -3.1500 2.8774 0.214
N -1.6978 -5.8451 -2.4470 0.953
N 2.4829 -3.1377 1.7012 0.219
C -1.5073 5.5113 -4.8776 0.896
C -3.8059 1.3141 -0.5721 -1.059
C -0.8912 3.8637 -2.6666 -0.203
C 3.6285 -5.4932 4.3500 -0.669
C -0.3598 5.1757 -2.7748 -0.346
C -0.2534 -5.7675 -0.4731 -0.631
C -1.8950 -0.0065 0.2100 0.449
C -2.0278 4.1933 -4.8066 -0.551
C 1.8262 3.8309 1.1777 0.559
C -1.5202 2.0271 -1.0684 -0.120
C 3.4078 -3.1283 0.5895 -1.183
C 2.6972 -3.8759 2.8474 0.909
C 1.0657 -2.8048 1.5400 -0.154
C 1.3475 -4.7025 4.7009 -0.660
C 2.0103 3.7160 2.5868 -0.385
C -1.7426 3.4136 -3.7019 -0.677
C 3.7701 -4.6968 3.2100 -0.701
C -0.8423 -3.2533 3.1829 -1.049
C 0.7338 3.1212 -0.9165 -0.687
C 0.3790 -3.6030 0.4459 0.345
C 2.7386 4.6698 3.2886 -0.658
C -0.5468 2.9951 -1.5438 0.296
C 2.3483 4.9944 0.5383 -0.057
C -3.2932 0.2068 0.1446 0.592
C -2.9321 2.2018 -1.1619 -0.402
C 3.1225 5.9115 1.2437 -0.808
C -0.9353 -5.1003 -1.5103 -0.338
C -3.6485 -1.6648 1.5719 -0.588
C 1.0898 2.8438 0.4066 -0.477
C 1.5041 -3.8787 3.5834 0.881
C -0.2475 -2.9639 -0.6354 -0.384
C -0.7248 6.0124 -3.8079 -0.774
C 2.4267 -5.5031 5.0825 -0.741
C 0.3532 -5.0128 0.5218 -0.703
C -0.9343 -3.6985 -1.5930 -0.418
C -2.4393 5.7608 -7.0678 -0.792
C 3.3417 5.7426 2.6142 -0.319
C -1.0422 0.8465 -0.4613 -0.779
H -2.1830 2.4126 -3.6694 0.520
H 2.1525 5.1728 -0.5210 0.242
H -3.4812 5.5539 -6.7706 0.343
H -2.6262 3.7871 -5.6244 0.406
H 2.8435 4.5900 4.3717 0.382
H -3.3455 3.0649 -1.6837 0.617
H 0.3025 5.5264 -1.9852 0.379
H -1.3179 -4.1681 2.7817 0.327
H 3.3767 -4.0449 -0.0270 0.321
H -4.5032 -2.1985 1.9969 0.303
H 0.8138 -5.5329 1.3670 0.493
H 3.1607 -2.2806 -0.0550 0.316
H -1.4622 -3.2121 -2.4085 0.530
H 0.0224 0.6185 -0.5004 1.033
H -2.4134 6.5318 -7.8408 0.243
H -3.0176 -2.3603 0.9936 0.261
H 2.3451 -6.1576 5.9523 0.375
H -4.8863 1.4376 -0.6149 0.464
H 4.4291 -3.0039 0.9692 0.439
H -1.3711 -2.3964 2.7537 0.067
H -0.3806 7.0454 -3.8552 0.441
H -0.2432 -6.8538 -0.4612 0.507
H 1.5169 3.5663 -1.5498 1.214
H -1.9643 4.8400 -7.4491 0.347
H 0.9734 -1.6793 1.3087 -0.349
H -0.9777 -3.2419 4.2666 0.451
H 4.4474 -6.1335 4.6742 0.375
H -1.4912 -0.8335 0.7990 -0.045
H 1.5575 2.8730 3.1110 0.393
H -0.1843 -1.8733 -0.7188 0.500
H 0.3947 -4.7159 5.2282 0.328
H 0.7711 1.9264 0.9277 0.339
H 3.9658 6.4587 3.1525 0.395
H -3.0466 -1.2118 2.3757 0.352
H 4.6685 -4.7114 2.5928 0.322
H 3.5401 6.7722 0.7187 0.396
```


no.,maximum force (eV Å⁻¹)
1,2.37
2,6.29
3,3.68
4,5.34
5,4.03